Here is a gas-phase ion, C2H4N5OS (charge +1) at a distorted geometry from OMol25. Energies are from the ωB97M-V functional and the def2-TZVPD basis.

Last column: Löwdin charge in e.
Cartesian coordinates (Å):
N  0.199  3.531  -0.924  -0.085
H  -0.945  0.888  -1.951  0.200
H  0.129  -1.120  0.961  0.087
N  1.377  2.375  0.944  -0.081
H  -0.691  -1.444  -0.582  0.094
C  -0.166  -0.732  -0.001  0.163
H  1.260  0.455  1.578  0.195
N  -0.318  1.282  -1.218  0.076
C  0.239  0.521  -0.149  -0.262
N  1.008  1.162  0.862  0.040
S  1.853  3.452  -0.267  0.988
O  2.276  4.704  0.325  -0.352
N  -0.416  2.572  -1.332  -0.061

Properties
- Total charge: +1
- HOMO energy (alpha / beta): -13.5 / -13.8 eV
- Structure (SMILES): C=C1NN=NS(=O)#[N+]N1
- Electronic energy: -825.30282 Eh
- Energy above the lowest of the compared OMol25 structures with the same formula, charge and spin: 58.7 kJ/mol

---

Here is a single C2H4N6 molecule at a distorted geometry from OMol25. Energies are from the ωB97M-V functional and the def2-TZVPD basis.

Last column: Löwdin charge in e.
Cartesian coordinates (Å):
H  -1.779  -2.840  -0.224  0.082
H  0.012  -2.167  1.296  0.133
C  0.734  1.593  -0.117  -0.386
N  1.307  1.108  1.152  0.085
H  -0.822  0.551  -1.077  0.137
N  0.239  -0.514  0.354  -0.217
N  0.648  2.802  -0.542  0.108
N  -1.217  -1.987  -0.524  0.101
C  -0.387  -1.704  0.393  -0.248
N  1.021  -0.112  1.293  0.045
N  -0.005  0.417  -0.541  0.132
H  0.248  2.854  -1.462  0.029

Properties
- Total charge: 0
- HOMO energy: -8.8 eV
- Structure (SMILES): [H]/N=c1/nnn(/C=N/[H])[nH]1
- Electronic energy: -407.03717 Eh
- Energy above the lowest of the compared OMol25 structures with the same formula, charge and spin: 209.4 kJ/mol

---

Here is 3 unconnected molecules or ions with the total composition C2H4N6 at a distorted geometry from OMol25. Energies are from the ωB97M-V functional and the def2-TZVPD basis.

Last column: Löwdin charge in e.
Cartesian coordinates (Å):
N  1.065  -0.768  -0.533  0.011
C  -0.207  -0.181  -0.256  -0.547
N  -1.271  -1.083  0.007  0.017
C  2.372  -0.361  0.223  -0.346
N  -2.318  -0.412  0.312  0.003
H  0.774  -1.822  0.389  0.243
N  2.517  0.874  -0.031  0.010
N  -1.975  0.855  0.016  -0.066
H  3.236  -1.206  1.298  0.216
H  -2.477  1.771  0.427  0.202
N  -0.579  0.990  -0.143  0.114
H  3.405  1.309  0.687  0.144

Properties
- Total charge: 0
- HOMO energy: -9.7 eV
- Electronic energy: -406.87008 Eh
- Energy above the lowest of the compared OMol25 structures with the same formula, charge and spin: 648.1 kJ/mol

---

Here is a molecular structure, C2H4N6 at a distorted geometry from OMol25. Energies are from the ωB97M-V functional and the def2-TZVPD basis.

Last column: Löwdin charge in e.
Cartesian coordinates (Å):
N  1.997  -0.660  -0.074  -0.181
H  1.893  -1.123  1.137  0.242
N  -2.037  -1.533  -0.156  -0.052
N  1.155  0.275  -0.482  -0.115
H  1.481  1.173  0.970  0.213
N  -2.787  -0.431  -0.243  -0.025
H  2.998  -0.368  -0.594  0.175
C  -1.014  1.045  -0.131  -0.188
N  -0.753  -1.350  -0.050  0.049
N  -2.309  0.914  0.020  0.069
H  -0.433  2.081  -0.023  0.139
C  -0.192  -0.023  -0.373  -0.326

Properties
- Total charge: 0
- HOMO energy: -9.0 eV
- Electronic energy: -406.77637 Eh
- Energy above the lowest of the compared OMol25 structures with the same formula, charge and spin: 894.1 kJ/mol

---

Here is 2 unconnected molecules or ions with the total composition C2H4N6 at a distorted geometry from OMol25. Energies are from the ωB97M-V functional and the def2-TZVPD basis.

Last column: Löwdin charge in e.
Cartesian coordinates (Å):
N  -1.189  -0.161  -0.296  0.067
H  -0.397  0.484  -2.360  0.115
C  -1.309  0.198  -1.723  -0.311
N  1.332  -0.032  -0.313  0.098
N  2.036  -0.015  0.765  -0.107
N  0.270  -0.573  1.465  0.004
H  1.877  0.217  3.164  0.348
C  -0.005  -0.309  0.163  -0.501
N  -2.404  0.660  -2.258  0.031
H  -0.866  -0.685  2.032  0.273
N  1.451  0.154  1.790  -0.081
H  -3.197  0.422  -1.550  0.063

Properties
- Total charge: 0
- HOMO energy: -9.0 eV
- Electronic energy: -406.87030 Eh
- Energy above the lowest of the compared OMol25 structures with the same formula, charge and spin: 647.5 kJ/mol

---

Here is a single C2H4N6 molecule at a distorted geometry from OMol25. Energies are from the ωB97M-V functional and the def2-TZVPD basis.

Last column: Löwdin charge in e.
Cartesian coordinates (Å):
N  0.395  -0.794  -1.965  0.018
H  -1.680  -1.192  2.763  0.088
H  -1.193  -1.285  -0.588  0.112
C  -0.178  0.943  1.104  -0.146
N  -0.803  0.398  2.070  -0.015
H  -0.666  -1.537  1.502  0.078
C  -0.365  -0.656  -0.895  -0.153
H  0.180  1.983  1.238  0.130
N  1.380  0.124  -1.856  -0.032
N  -1.383  -0.878  1.829  -0.009
N  0.147  0.358  -0.161  -0.097
N  1.210  0.837  -0.798  0.025

Properties
- Total charge: 0
- HOMO energy: -10.2 eV
- Structure (SMILES): N/N=C\n1cnnn1
- Electronic energy: -407.06111 Eh
- Energy above the lowest of the compared OMol25 structures with the same formula, charge and spin: 146.5 kJ/mol

---

Here is 2 unconnected molecules or ions with the total composition C2H4NO2 at a distorted geometry from OMol25. Energies are from the ωB97M-V functional and the def2-TZVPD basis.

Last column: Löwdin charge in e.
Cartesian coordinates (Å):
H  -0.796  1.935  0.101  0.043
C  0.546  -1.064  -0.518  -0.630
H  1.313  -0.259  1.170  -0.069
O  -1.332  3.687  -0.564  -0.121
H  -0.286  -0.492  -0.161  0.022
C  1.596  -0.938  0.414  -0.143
N  -0.462  2.773  -0.405  0.055
O  0.343  -1.695  -1.565  -0.191
H  2.654  -1.507  0.341  0.034

Properties
- Total charge: -1
- HOMO energy: -2.2 eV
- Electronic energy: -283.71310 Eh
- Energy above the lowest of the compared OMol25 structures with the same formula, charge and spin: 519.6 kJ/mol

---

Here is a gas-phase ion, C2H4NO2 (charge -1) at a distorted geometry from OMol25. Energies are from the ωB97M-V functional and the def2-TZVPD basis.

Last column: Löwdin charge in e.
Cartesian coordinates (Å):
N  -1.269  0.248  -0.014  -0.041
H  0.416  0.918  -1.003  0.096
O  0.953  -1.662  -1.115  -0.069
C  1.018  -0.932  -0.142  -0.807
C  0.162  0.490  0.009  -0.229
H  -1.784  1.091  -0.261  0.038
H  0.495  1.053  0.863  0.065
O  1.652  -1.035  0.876  -0.079
H  -1.643  -0.170  0.788  0.026

Properties
- Total charge: -1
- HOMO energy: -3.2 eV
- Structure (SMILES): NCC(=O)[O-]
- Electronic energy: -283.87288 Eh
- Energy above the lowest of the compared OMol25 structures with the same formula, charge and spin: 100.1 kJ/mol

---

Here is a gas-phase ion, C2H4NO2 (charge +1) at a distorted geometry from OMol25. Energies are from the ωB97M-V functional and the def2-TZVPD basis.

Last column: Löwdin charge in e.
Cartesian coordinates (Å):
H  -1.730  -0.686  0.567  0.148
O  1.136  -1.160  -0.032  0.253
C  0.078  -0.209  -0.582  0.002
O  2.323  0.767  0.359  0.301
H  -0.701  0.526  1.281  0.095
H  -1.527  0.769  -0.276  0.085
N  1.393  0.095  -0.086  -0.097
C  -1.019  0.148  0.367  0.062
H  0.047  -0.250  -1.599  0.151

Properties
- Total charge: +1
- HOMO energy: -18.5 eV
- Structure (SMILES): C[C@@H]1O[N+]1=O
- Electronic energy: -283.34325 Eh
- Energy above the lowest of the compared OMol25 structures with the same formula, charge and spin: 559.0 kJ/mol

---

Here is 2 unconnected molecules or ions with the total composition C2H4NO2 at a distorted geometry from OMol25. Energies are from the ωB97M-V functional and the def2-TZVPD basis.

Last column: Löwdin charge in e.
Cartesian coordinates (Å):
C  1.918  0.224  -0.123  -0.158
O  2.881  -0.248  0.340  0.187
H  0.126  1.253  0.694  0.169
C  0.384  0.241  0.353  0.030
H  1.979  0.764  -1.135  0.175
N  -2.164  -0.402  0.234  0.356
H  -2.210  0.114  -0.616  0.079
H  -2.602  -1.250  0.275  0.051
O  -0.311  -0.697  -0.022  0.112

Properties
- Total charge: +1
- HOMO energy: -15.6 eV
- Electronic energy: -283.36524 Eh
- Energy above the lowest of the compared OMol25 structures with the same formula, charge and spin: 501.3 kJ/mol